## A
C9H11NO3 | ωB97M-V/def2-TZVPD

Output
lowest unoccupied orbital energy	0.08	eV
SMILES string	COn1oc(=O)c2ccccc21.C
Kohn-Sham gap	9.5	eV
HOMO level	-9.4549	eV

Each line ends with the natural charge from an NBO analysis.
Positions of all 24 atoms, in Å:
C -1.7957 -2.2905 -0.0003  -0.271
O -0.9708 -1.1719 -0.1810  -0.383
N 0.1762 -1.2237 0.6657  0.125
O 1.0777 -2.2414 0.2209  -0.363
C 2.3217 -1.7453 -0.0230  0.746
O 3.2398 -2.5072 -0.2018  -0.544
C 2.1453 -0.3445 -0.0752  -0.212
C 3.0960 0.6333 -0.3139  -0.133
C 2.6904 1.9854 -0.1782  -0.210
C 1.3686 2.2769 0.2777  -0.180
C 0.4943 1.2499 0.5718  -0.221
C 0.8490 -0.0576 0.3192  0.152
H -2.6594 -2.2002 -0.6362  0.205
H -1.3307 -3.2649 -0.3127  0.188
H -2.0244 -2.4117 1.1027  0.184
H 4.0739 0.3592 -0.5665  0.229
H 3.4569 2.7495 -0.3340  0.223
H 1.1779 3.3520 0.3681  0.230
H -0.4882 1.3753 1.0776  0.237
C -3.4024 1.1049 -0.3414  -0.851
H -2.5320 1.7577 -0.2816  0.210
H -3.2051 0.4509 -1.1725  0.213
H -4.2939 1.7101 -0.5375  0.215
H -3.4651 0.4539 0.5520  0.213

## B
C9H11NO3 | ωB97M-V/def2-TZVPD

Output
lowest unoccupied orbital energy	0.47	eV
SMILES string	NC[C@@H]1OCc2cc(O)c(O)cc21
Kohn-Sham gap	8.6	eV
HOMO level	-8.1377	eV

Each line ends with the natural charge from an NBO analysis.
Positions of all 24 atoms, in Å:
N -2.5201 2.1877 0.4467  -0.841
C -2.7927 0.7862 0.5071  -0.225
C -1.9677 -0.0115 -0.5231  0.085
O -2.3536 -1.3716 -0.4628  -0.516
C -1.2760 -2.1665 0.0696  -0.079
C -0.0711 -1.2666 0.0362  -0.040
C 1.2841 -1.4946 0.2887  -0.276
C 2.1947 -0.4569 0.1328  0.328
O 3.5056 -0.6344 0.4426  -0.670
C 1.7414 0.8377 -0.2324  0.207
O 2.7875 1.7370 -0.2202  -0.705
C 0.4025 1.0548 -0.4892  -0.273
C -0.4802 -0.0099 -0.3686  -0.062
H -1.6119 2.3768 0.8777  0.354
H -3.2440 2.6791 0.9951  0.365
H -2.6453 0.3596 1.5370  0.159
H -3.8231 0.5757 0.2498  0.200
H -2.2459 0.4189 -1.5157  0.186
H -1.1601 -3.0887 -0.5167  0.192
H -1.4256 -2.5334 1.1337  0.177
H 1.6646 -2.4740 0.5317  0.223
H 3.8790 0.2360 0.2566  0.494
H 2.4904 2.6048 -0.5916  0.498
H 0.0358 2.0465 -0.6887  0.220

Tell me which of them is the most stable. Sure, it is B.

## A
C45H29N11OY | ωB97M-V/def2-TZVPD

Output
net charge	+1
lowest unoccupied orbital energy (alpha / beta)	-4.29 / -4.26	eV
Kohn-Sham gap (alpha / beta)	4.9 / 5.0	eV
HOMO level (alpha / beta)	-9.2329 / -9.2687	eV

Each line ends with the Mulliken charge.
Positions of all 87 atoms, in Å:
Y 0.0444 0.5458 -1.2284  1.615
C 4.5924 0.6354 3.2118  -0.633
C 3.5953 1.2277 4.0013  -0.668
C 2.4329 1.7215 3.4410  0.000
C 2.2766 1.6063 2.0623  0.537
C 1.1958 1.9873 1.1698  -0.178
N 0.0925 2.6954 1.4835  -0.625
C -0.9800 2.8053 0.7317  -0.160
C -2.0085 3.8557 0.8219  0.335
C -2.1149 4.9674 1.6387  -0.216
C -3.2057 5.8037 1.4390  -0.603
C -4.1483 5.5420 0.4438  -0.604
C -4.0334 4.4347 -0.3870  -0.307
C -2.9556 3.5926 -0.1782  0.229
C -2.5129 2.3784 -0.8857  0.035
N -3.1158 1.8027 -1.9021  -0.646
C -2.5392 0.9451 -2.7691  -0.098
N -1.1947 0.8336 -2.9969  -0.382
C -0.9293 -0.0102 -4.0409  0.140
N 0.2847 -0.2130 -4.5872  -0.649
C 1.4364 0.0313 -4.0040  0.080
N 1.6675 0.1344 -2.6555  -0.193
C 2.9706 0.4653 -2.3947  -0.088
N 3.4978 0.6896 -1.2108  -0.606
C 2.8106 1.0426 -0.1071  -0.240
N 1.5668 1.6139 -0.0939  -0.402
C 3.2804 1.0154 1.2685  0.478
C 4.4515 0.5260 1.8403  -0.451
C 3.6708 0.5342 -3.6874  0.340
C 4.9787 0.8540 -4.0053  -0.328
C 5.3162 0.8832 -5.3524  -0.568
C 4.3710 0.6177 -6.3440  -0.625
C 3.0537 0.3129 -6.0253  -0.237
C 2.7213 0.2672 -4.6832  0.219
C -2.2071 -0.5061 -4.5245  0.290
C -2.5310 -1.3871 -5.5504  -0.299
C -3.8705 -1.6576 -5.7651  -0.602
C -4.8683 -1.0638 -4.9796  -0.573
C -4.5553 -0.1865 -3.9588  -0.434
C -3.2100 0.0895 -3.7330  0.498
N -1.3546 1.9663 -0.2830  -0.215
H 5.4903 0.2666 3.6888  0.434
H 3.7493 1.3018 5.0697  0.429
H 1.6702 2.1910 4.0481  0.564
H -1.3745 5.1738 2.3992  0.535
H -3.3285 6.6803 2.0609  0.421
H -4.9803 6.2215 0.3169  0.416
H -4.7540 4.2356 -1.1682  0.531
H 5.2267 0.0808 1.2312  0.569
H 5.7053 1.0722 -3.2350  0.530
H 6.3297 1.1221 -5.6459  0.430
H 4.6760 0.6574 -7.3811  0.409
H 2.3163 0.1191 -6.7918  0.526
H -1.7619 -1.8397 -6.1613  0.532
H -4.1591 -2.3362 -6.5561  0.418
H -5.9044 -1.2979 -5.1850  0.411
H -5.3260 0.2794 -3.3600  0.527
C -2.2705 0.0106 5.3852  -1.576
C -1.4266 -1.1711 5.0015  0.298
C -0.1314 -1.0111 4.5218  -0.181
C 0.6578 -2.0963 4.1707  -0.369
C 0.1415 -3.3825 4.2639  0.224
N 0.8831 -4.5347 3.8891  -0.064
C 1.8809 -4.6224 2.9515  0.202
O 2.7641 -5.4433 2.9946  -0.632
N 1.8088 -3.6950 1.9008  -0.047
C 0.6723 -3.2583 1.2344  -0.190
C -0.5769 -3.8748 1.3038  -0.208
C -1.6429 -3.3347 0.6075  -1.073
C -1.4618 -2.1810 -0.1334  -0.146
N -0.2631 -1.5906 -0.2055  -0.128
C 0.7744 -2.1095 0.4539  -0.184
C -1.1494 -3.5622 4.7521  -0.507
C -1.9141 -2.4704 5.1243  -0.570
H -1.7129 0.9410 5.2836  0.336
H -2.6105 -0.0656 6.4186  0.396
H -3.1583 0.0816 4.7543  0.342
H 0.2856 -0.0140 4.4375  0.294
H 1.6734 -1.9320 3.8359  0.578
H 0.8824 -5.3162 4.5270  0.266
H 2.6857 -3.6049 1.4101  0.253
H -0.7089 -4.7762 1.8842  0.521
H -2.6130 -3.8085 0.6465  0.436
H -2.2761 -1.7184 -0.6794  0.525
H 1.7267 -1.5915 0.3689  0.518
H -1.5547 -4.5634 4.8366  0.431
H -2.9137 -2.6322 5.5096  0.409

## B
C45H29N11OY | ωB97M-V/def2-TZVPD

Output
net charge	+1
lowest unoccupied orbital energy (alpha / beta)	-4.09 / -4.04	eV
Kohn-Sham gap (alpha / beta)	4.9 / 5.0	eV
HOMO level (alpha / beta)	-8.9999 / -9.0537	eV

Each line ends with the Mulliken charge.
Positions of all 87 atoms, in Å:
Y 0.8916 -1.0481 0.7366  1.874
C -1.3084 5.3452 0.7471  -0.733
C -2.5236 4.7778 0.3384  -0.875
C -2.6886 3.4066 0.2608  -0.102
C -1.6039 2.6082 0.5999  0.660
C -1.4402 1.1658 0.6810  -0.296
N -2.4037 0.2860 0.4179  -0.400
C -2.3356 -1.0139 0.6185  -0.470
C -3.4838 -1.9120 0.5501  0.453
C -4.8114 -1.6964 0.2099  -0.222
C -5.6745 -2.7763 0.2864  -0.604
C -5.2279 -4.0352 0.7076  -0.661
C -3.9065 -4.2470 1.0624  -0.107
C -3.0381 -3.1693 0.9703  0.116
C -1.6207 -3.0307 1.2881  -0.134
N -0.8977 -3.9851 1.8406  -0.522
C 0.3316 -3.8502 2.3260  -0.305
N 1.1603 -2.7654 2.2104  -0.213
C 2.2505 -2.9427 3.0233  -0.498
N 3.1907 -2.0541 3.3204  -0.550
C 3.1640 -0.7693 3.0261  0.036
N 2.2083 -0.1012 2.3022  -0.044
C 2.4554 1.2493 2.3622  -0.504
N 1.6993 2.2224 1.8941  -0.488
C 0.4838 2.0738 1.3705  -0.341
N -0.1786 0.9006 1.1353  -0.337
C -0.3946 3.1754 1.0215  0.141
C -0.2306 4.5528 1.0993  -0.130
C 3.6941 1.4616 3.1032  0.600
C 4.3910 2.6144 3.4342  -0.264
C 5.5481 2.4685 4.1808  -0.602
C 5.9901 1.2065 4.5971  -0.648
C 5.2874 0.0571 4.2779  -0.098
C 4.1351 0.2011 3.5191  -0.079
C 2.1744 -4.2675 3.6173  0.521
C 3.0142 -4.9398 4.4947  -0.199
C 2.6253 -6.2022 4.9078  -0.622
C 1.4218 -6.7720 4.4712  -0.634
C 0.5753 -6.0949 3.6103  -0.220
C 0.9727 -4.8361 3.1812  0.357
N -1.2359 -1.7450 1.0033  -0.095
H -1.2191 6.4220 0.7994  0.426
H -3.3493 5.4296 0.0839  0.494
H -3.6289 2.9627 -0.0381  0.642
H -5.1511 -0.7173 -0.0991  0.570
H -6.7155 -2.6465 0.0227  0.419
H -5.9325 -4.8542 0.7619  0.412
H -3.5571 -5.2124 1.4016  0.566
H 0.7036 4.9800 1.4369  0.613
H 4.0364 3.5861 3.1193  0.565
H 6.1208 3.3448 4.4523  0.411
H 6.8961 1.1311 5.1828  0.409
H 5.6186 -0.9186 4.6057  0.554
H 3.9349 -4.4881 4.8373  0.557
H 3.2584 -6.7601 5.5845  0.408
H 1.1483 -7.7589 4.8190  0.410
H -0.3605 -6.5256 3.2817  0.555
C -2.9176 4.6914 -3.1944  -1.524
C -2.2457 3.6185 -4.0048  0.785
C -2.5299 2.2714 -3.8139  -0.539
C -1.9494 1.2882 -4.6058  -0.334
C -1.0402 1.6471 -5.5882  -0.194
N -0.4302 0.6957 -6.4543  -0.043
C -0.1639 -0.6212 -6.2179  0.214
O -0.1220 -1.4541 -7.0945  -0.639
N 0.0676 -1.0140 -4.8893  -0.104
C 0.7359 -0.3534 -3.8740  -0.017
C 1.3973 0.8708 -4.0052  -0.179
C 2.0394 1.4122 -2.9068  -1.126
C 2.0498 0.7197 -1.7111  -0.010
N 1.4284 -0.4578 -1.5734  -0.471
C 0.7806 -0.9677 -2.6251  0.062
C -0.7245 2.9892 -5.7746  -0.189
C -1.3306 3.9600 -4.9989  -0.778
H -3.6165 4.2647 -2.4776  0.299
H -3.4686 5.3732 -3.8436  0.456
H -2.1821 5.2798 -2.6442  0.323
H -3.2415 1.9765 -3.0519  0.343
H -2.2218 0.2500 -4.4663  0.522
H -0.5248 0.8811 -7.4427  0.284
H 0.0340 -2.0204 -4.8206  0.244
H 1.4199 1.3790 -4.9565  0.657
H 2.5540 2.3587 -2.9838  0.459
H 2.5667 1.1179 -0.8435  0.462
H 0.2770 -1.9193 -2.4807  0.396
H -0.0121 3.2669 -6.5426  0.456
H -1.0928 5.0027 -5.1706  0.412

Tell me which of them is the most stable. Sure, it is B.

## A
C2H2OS | ωB97M-V/def2-TZVPD

Output
lowest unoccupied orbital energy (alpha / beta)	-1.87 / -1.87	eV
SMILES string	C#C.O=S
Kohn-Sham gap (alpha / beta)	7.8 / 7.7	eV
HOMO level (alpha / beta)	-9.6239 / -9.6064	eV

Each line ends with the natural charge from an NBO analysis.
Positions of all 6 atoms, in Å:
C 1.0484 1.5279 0.5415  -0.207
C 0.8184 0.3846 0.2880  -0.228
H 1.4519 2.5446 0.6023  0.246
H 0.5173 -0.5423 0.1808  0.175
O -2.4690 -2.3829 -1.0907  -0.647
S -1.3670 -1.5320 -0.5219  0.661

## B
C2H2OS | ωB97M-V/def2-TZVPD

Output
lowest unoccupied orbital energy (alpha / beta)	-3.68 / -3.69	eV
Kohn-Sham gap (alpha / beta)	6.1 / 6.1	eV
HOMO level (alpha / beta)	-9.7832 / -9.7549	eV

Each line ends with the natural charge from an NBO analysis.
Positions of all 6 atoms, in Å:
C -2.1072 0.8994 -0.2096  -0.465
C -0.9519 1.1719 -0.3322  -0.124
O 2.8699 -0.4626 -0.3871  -0.778
S 2.1894 0.9150 0.1282  0.636
H -3.1473 0.7216 -0.1326  0.227
H 2.9638 -1.1043 0.3286  0.503

Tell me which of them is the most stable. Sure, it is A.